[1]
Formula: C46H106BN2O32
Source: the Open Molecules 2025 dataset
Level of theory: wB97M-V/def2-TZVPD

Atoms and positions in Å:
O 25.113 -31.020 -17.625
C 25.211 -29.857 -17.206
O 24.719 -28.746 -17.656
B 24.856 -27.674 -16.577
O 25.994 -28.152 -15.784
C 26.125 -29.468 -15.973
O 26.835 -30.301 -15.412
O 23.568 -27.570 -15.941
C 22.955 -26.429 -16.327
O 21.847 -26.032 -15.967
C 24.004 -25.671 -17.240
O 25.083 -26.416 -17.256
O 23.856 -24.522 -17.740
C 27.459 -33.340 -14.022
N 28.737 -34.091 -14.404
O 29.368 -34.640 -13.552
O 29.009 -34.192 -15.572
H 27.201 -32.908 -14.989
H 27.829 -32.635 -13.277
H 26.747 -34.084 -13.664
C 26.119 -33.860 -18.903
N 24.672 -34.324 -18.776
O 23.901 -34.059 -19.733
O 24.361 -34.906 -17.782
H 26.739 -34.602 -19.406
H 26.561 -33.499 -17.974
H 26.119 -32.986 -19.553
C 22.823 -25.458 -21.246
O 22.862 -26.676 -20.595
C 24.179 -27.423 -20.842
C 24.554 -27.703 -22.295
O 23.594 -28.615 -22.834
C 23.875 -29.951 -22.663
H 22.021 -24.828 -20.863
H 22.605 -25.657 -22.295
H 23.757 -24.896 -21.258
H 24.053 -28.343 -20.272
H 25.043 -26.917 -20.410
H 25.611 -27.895 -22.478
H 24.523 -26.753 -22.829
H 24.216 -30.218 -21.663
H 24.483 -30.289 -23.503
H 23.002 -30.545 -22.932
C 29.762 -28.844 -14.518
O 29.972 -27.494 -15.134
C 31.046 -27.465 -16.083
C 30.971 -26.080 -16.744
O 31.987 -25.886 -17.679
C 31.981 -24.602 -18.214
H 29.126 -29.469 -15.144
H 29.319 -28.653 -13.540
H 30.692 -29.364 -14.288
H 30.877 -28.118 -16.938
H 31.962 -27.748 -15.565
H 31.002 -25.372 -15.916
H 29.972 -25.908 -17.145
H 32.907 -24.296 -18.702
H 31.740 -23.845 -17.468
H 31.206 -24.516 -18.976
C 27.615 -24.748 -21.236
O 26.943 -24.822 -19.980
C 26.642 -23.673 -19.247
C 27.707 -22.617 -19.144
O 27.938 -22.046 -20.393
C 29.030 -21.189 -20.379
H 28.686 -24.543 -21.237
H 27.220 -23.946 -21.859
H 27.416 -25.652 -21.812
H 26.422 -24.076 -18.258
H 25.726 -23.274 -19.684
H 28.575 -23.153 -18.761
H 27.307 -21.871 -18.458
H 29.084 -20.429 -19.600
H 29.096 -20.679 -21.341
H 29.917 -21.819 -20.321
C 26.284 -27.818 -11.140
O 25.054 -27.135 -11.283
C 24.401 -27.430 -12.553
C 22.939 -26.963 -12.346
O 22.949 -25.536 -12.277
C 21.706 -24.831 -12.512
H 27.005 -27.644 -11.939
H 26.017 -28.874 -11.084
H 26.762 -27.510 -10.210
H 24.368 -28.505 -12.733
H 24.745 -26.925 -13.455
H 22.485 -27.448 -11.482
H 22.301 -27.279 -13.171
H 21.864 -23.764 -12.354
H 20.890 -25.199 -11.889
H 21.368 -24.886 -13.546
C 17.495 -23.174 -15.801
O 18.737 -22.645 -16.253
C 19.844 -23.059 -15.468
C 21.134 -22.518 -16.133
O 21.166 -21.081 -16.449
C 22.434 -20.590 -16.838
H 17.559 -24.173 -15.371
H 16.840 -23.245 -16.670
H 17.092 -22.527 -15.022
H 19.862 -24.149 -15.468
H 19.640 -22.539 -14.532
H 21.293 -23.089 -17.049
H 21.902 -22.724 -15.388
H 23.221 -20.748 -16.100
H 22.432 -19.528 -17.082
H 22.759 -20.970 -17.806
C 20.665 -29.685 -20.639
O 20.051 -29.507 -19.362
C 21.056 -29.140 -18.401
C 20.135 -28.830 -17.129
O 18.963 -27.975 -17.333
C 19.193 -26.584 -17.186
H 20.739 -28.660 -21.002
H 20.085 -30.316 -21.312
H 21.650 -30.146 -20.556
H 21.589 -28.219 -18.640
H 21.825 -29.883 -18.189
H 20.712 -28.469 -16.278
H 19.702 -29.790 -16.849
H 18.232 -26.112 -17.388
H 19.948 -26.210 -17.879
H 19.466 -26.409 -16.146
C 29.081 -31.371 -17.167
O 30.167 -31.874 -17.950
C 31.417 -31.341 -17.483
C 32.496 -32.322 -17.808
O 32.848 -32.222 -19.162
C 33.974 -33.073 -19.464
H 28.105 -31.751 -17.470
H 29.069 -30.290 -17.304
H 29.259 -31.631 -16.124
H 31.438 -31.229 -16.399
H 31.510 -30.358 -17.945
H 32.186 -33.336 -17.558
H 33.367 -32.065 -17.205
H 34.815 -32.919 -18.787
H 34.362 -32.799 -20.445
H 33.679 -34.109 -19.300
C 22.193 -32.740 -16.896
O 21.438 -31.809 -16.114
C 21.633 -32.047 -14.698
C 20.634 -31.238 -13.935
O 21.284 -31.016 -12.702
C 20.428 -30.344 -11.753
H 23.267 -32.586 -16.796
H 21.994 -32.571 -17.954
H 21.897 -33.764 -16.668
H 22.623 -31.770 -14.335
H 21.464 -33.115 -14.563
H 19.652 -31.673 -13.746
H 20.571 -30.266 -14.424
H 20.029 -29.448 -12.229
H 20.815 -30.055 -10.776
H 19.609 -31.004 -11.467
C 27.607 -30.333 -23.775
O 27.701 -29.670 -22.509
C 27.670 -30.493 -21.350
C 27.440 -29.697 -20.012
O 28.524 -28.756 -19.894
C 28.259 -27.733 -18.966
H 26.620 -30.752 -23.970
H 28.372 -31.109 -23.762
H 27.915 -29.590 -24.511
H 28.659 -30.948 -21.309
H 26.942 -31.297 -21.454
H 27.534 -30.384 -19.171
H 26.484 -29.180 -19.930
H 29.058 -26.994 -18.914
H 28.148 -28.238 -18.006
H 27.368 -27.163 -19.228
C 24.955 -31.576 -12.705
O 26.135 -31.314 -11.936
C 26.072 -31.787 -10.612
C 26.516 -33.266 -10.487
O 27.904 -33.447 -10.632
C 28.514 -33.241 -9.382
H 24.710 -32.637 -12.742
H 25.128 -31.237 -13.727
H 24.081 -31.120 -12.242
H 25.103 -31.664 -10.129
H 26.739 -31.121 -10.064
H 26.037 -33.895 -11.237
H 26.049 -33.612 -9.565
H 28.243 -33.845 -8.517
H 28.281 -32.222 -9.073
H 29.589 -33.415 -9.442

Output
spin multiplicity	2
highest occupied orbital energy (spin up / spin down)	1.27 / -2.70	eV
charge	-2
maximum force	5.9	eV/Å

Here are the Löwdin charges for atoms 1 to 4, given in e:
1 O 0.052
2 C -0.385
3 O 0.204
4 B -0.952

---

[2]
Formula: C3H5O3
Source: the Open Molecules 2025 dataset
Level of theory: wB97M-V/def2-TZVPD

Atoms and positions in Å:
C -0.842 -0.548 2.190
C -0.486 -0.561 0.877
O 0.776 -0.598 0.474
H -1.833 -0.205 2.415
H -0.193 -1.032 2.903
H -1.219 -0.573 0.065
H 0.999 -0.264 -0.471
O 1.704 0.258 -1.746
C 0.672 0.936 -2.121
O -0.163 0.686 -2.998
H 0.584 1.902 -1.587

Output
energy above the lowest of the compared OMol25 structures with the same formula, charge and spin	77.0	kJ/mol
highest occupied orbital energy	-4.64	eV
charge	-1
maximum force	1.7	eV/Å

Here are the Löwdin charges for atoms 1 to 4, given in e:
1 C -0.046
2 C -0.326
3 O -0.044
4 H 0.009

---

[3]
Formula: C19H28N2O4S
Source: the Open Molecules 2025 dataset
Level of theory: wB97M-V/def2-TZVPD

Atoms and positions in Å:
C 7.090 0.325 -5.791
O 5.645 0.452 -5.385
C 5.068 -0.869 -5.047
C 3.747 -0.651 -4.695
C 3.227 -1.804 -4.296
O 3.973 -3.042 -4.247
N 2.106 -2.078 -3.831
C 0.985 -0.821 -3.819
C 0.844 -0.541 -2.200
C 0.288 -1.610 -1.550
O 0.171 -1.596 -0.226
C -0.659 -1.027 0.406
C -1.841 -0.323 -0.232
C -2.586 0.433 0.516
C -2.733 0.861 1.646
C -3.447 1.705 2.597
O -4.751 1.764 2.118
N -3.004 2.527 3.456
C -3.706 3.444 4.318
C -4.129 2.820 5.673
S -2.738 2.594 7.069
C -1.950 1.223 6.457
C -1.530 0.199 2.548
C -0.480 -0.496 1.856
C 1.062 -3.121 -1.790
C 1.447 -3.312 -3.279
H 7.289 1.395 -6.166
H 7.518 0.088 -4.989
H 7.298 -0.277 -6.616
H 5.865 -1.389 -4.373
H 5.249 -1.573 -5.986
H 3.750 0.146 -3.767
H 3.085 -0.320 -5.651
H 0.043 -1.070 -4.291
H 1.512 0.062 -4.108
H 1.714 -0.545 -1.850
H 0.146 0.250 -2.271
H -0.734 -2.129 -1.903
H -2.010 -0.246 -1.163
H -3.514 1.046 -0.169
H -2.035 2.340 3.794
H -4.603 3.497 3.684
H -3.130 4.362 4.463
H -5.106 3.262 6.124
H -4.676 1.883 5.503
H -1.137 1.311 5.681
H -1.399 0.875 7.559
H -2.489 0.287 6.103
H -1.212 0.224 3.578
H 0.068 -1.224 2.276
H 2.034 -2.795 -1.399
H 0.490 -3.932 -1.359
H 0.482 -3.359 -3.701
H 2.116 -4.078 -3.461

Output
energy above the lowest of the compared OMol25 structures with the same formula, charge and spin	1809.7	kJ/mol
highest occupied orbital energy	-8.18	eV
SMILES string	COCCC(=O)N1CCC(Oc2ccc(C(=O)NCCSC)cc2)CC1
maximum force	17.0	eV/Å

Here are the Löwdin charges for atoms 1 to 4, given in e:
1 C -0.032
2 O -0.217
3 C -0.278
4 C -0.186

---

[4]
Formula: C3H6N2O2
Source: the Open Molecules 2025 dataset
Level of theory: wB97M-V/def2-TZVPD

Atoms and positions in Å:
C 1.040 -1.822 -0.313
C 1.304 1.478 -0.007
C -0.566 -0.117 -0.401
N 0.232 -1.005 0.221
N -1.476 0.632 0.593
O 0.617 2.224 0.596
O 2.230 1.085 -0.563
H 1.770 -2.244 0.345
H 0.872 -2.129 -1.371
H -1.136 -0.504 -1.309
H -1.537 0.014 1.542
H -0.996 1.524 0.702
H -2.355 0.864 -0.034

Output
energy above the lowest of the compared OMol25 structures with the same formula, charge and spin	414.4	kJ/mol
highest occupied orbital energy	-7.01	eV
maximum force	3.5	eV/Å

Here are the Löwdin charges for atoms 1 to 4, given in e:
1 C -0.116
2 C -0.476
3 C -0.321
4 N -0.137

---

[5]
Formula: C12H10N2
Source: the Open Molecules 2025 dataset
Level of theory: wB97M-V/def2-TZVPD

Atoms and positions in Å:
N 4.527 2.315 -1.626
C 4.160 1.807 -0.659
C 3.824 0.998 0.513
C 3.333 -0.257 0.344
N 2.959 -1.323 0.048
C 1.854 -2.235 -0.130
C 0.597 -1.534 -0.407
C -0.093 -0.889 0.537
C -1.264 -0.117 0.311
C -1.524 0.593 -0.851
C -2.700 1.258 -1.117
C -3.775 1.323 -0.261
C -3.588 0.657 0.981
C -2.341 -0.021 1.284
H 4.358 1.460 1.372
H 1.686 -2.915 0.664
H 2.094 -2.748 -0.993
H 0.152 -1.661 -1.366
H 0.376 -1.122 1.493
H -0.621 0.933 -1.475
H -2.675 1.630 -2.132
H -4.766 1.684 -0.491
H -4.404 0.564 1.699
H -2.169 -0.402 2.261

Output
energy above the lowest of the compared OMol25 structures with the same formula, charge and spin	303.4	kJ/mol
highest occupied orbital energy	-8.60	eV
SMILES string	N#CC=C=NC/C=C/c1ccccc1
maximum force	4.2	eV/Å

Here are the Löwdin charges for atoms 1 to 4, given in e:
1 N 0.108
2 C -0.283
3 C -0.108
4 C -0.086

---

[6]
Formula: CH8NS
Source: the Open Molecules 2025 dataset
Level of theory: wB97M-V/def2-TZVPD

Atoms and positions in Å:
N 0.932 1.966 1.079
H 0.351 1.211 0.652
H 1.703 2.221 0.463
H 1.272 1.727 2.012
H 0.325 2.791 1.191
C -0.083 -1.817 0.190
S -0.501 -0.314 -0.716
H 0.286 -2.579 -0.476
H -0.945 -2.192 0.728
H 0.685 -1.585 0.911
H -1.536 -0.792 -1.425

Output
energy above the lowest of the compared OMol25 structures with the same formula, charge and spin	14.9	kJ/mol
highest occupied orbital energy	-13.36	eV
charge	+1
maximum force	0.9	eV/Å

Here are the Löwdin charges for atoms 1 to 4, given in e:
1 N 0.296
2 H -0.001
3 H 0.157
4 H 0.158

---

[7]
Formula: C35H63BrClF2NO11Si3
Source: the Open Molecules 2025 dataset
Level of theory: wB97M-V/def2-TZVPD

Atoms and positions in Å:
C -1.748 3.182 4.633
C -0.486 3.961 4.955
O -0.254 4.932 3.945
C 1.088 5.300 3.748
C 1.236 5.764 2.299
Si 1.339 4.331 1.137
C 1.446 4.734 -0.678
C 0.853 3.659 -1.601
C 1.426 3.675 -3.015
Cl -0.939 3.898 -1.684
O -0.087 3.410 1.313
C -0.065 2.185 1.684
N -0.038 1.076 2.001
O 2.544 3.313 1.609
Si 4.144 3.571 1.367
Br 5.179 3.268 3.279
C 4.838 2.369 0.051
F 4.536 2.880 -1.196
F 6.211 2.459 0.158
C 4.455 0.916 0.117
C 2.983 0.646 -0.190
Si 2.546 -1.127 -0.682
C 1.126 -0.989 -1.894
C 3.994 -2.036 -1.435
C 1.944 -1.999 0.856
C 2.797 -2.071 1.958
C 2.404 -2.659 3.147
C 1.130 -3.195 3.246
C 0.266 -3.142 2.166
C 0.672 -2.551 0.981
H -1.653 2.149 4.961
H -2.623 3.611 5.115
H -1.927 3.172 3.561
H -0.600 4.462 5.922
H 0.374 3.292 5.044
H 1.764 4.466 3.971
H 1.367 6.115 4.426
H 0.353 6.356 2.049
H 2.132 6.380 2.199
H 2.473 4.942 -0.984
H 0.889 5.661 -0.838
H 0.953 2.667 -1.170
H 0.790 4.261 -3.674
H 1.468 2.667 -3.423
H 2.425 4.104 -3.022
H 4.361 4.955 0.900
H 5.098 0.424 -0.620
H 4.752 0.533 1.094
H 2.364 0.868 0.680
H 2.676 1.301 -1.007
H 0.663 -1.947 -2.127
H 0.379 -0.337 -1.435
H 1.440 -0.505 -2.820
H 3.687 -3.074 -1.584
H 4.239 -1.630 -2.417
H 4.885 -2.040 -0.809
H 3.792 -1.639 1.895
H 3.072 -2.695 3.993
H 0.806 -3.645 4.176
H -0.734 -3.547 2.246
H -0.016 -2.506 0.146
O -2.933 -0.802 -5.998
C -3.427 -0.194 -5.085
O -2.642 0.620 -4.358
C -3.159 1.470 -3.319
C -3.270 0.742 -1.997
C -4.872 -0.378 -4.690
H -4.108 1.912 -3.622
H -2.431 2.275 -3.238
H -3.985 -0.080 -2.042
H -3.594 1.432 -1.217
H -2.299 0.334 -1.713
H -4.924 -1.220 -4.000
H -5.438 -0.623 -5.585
H -5.325 0.488 -4.215
O 3.637 -1.441 6.005
C 3.800 -2.057 7.022
O 3.660 -3.401 6.979
C 3.976 -4.250 8.088
C 2.820 -4.380 9.057
C 4.081 -1.375 8.340
H 4.888 -3.912 8.581
H 4.198 -5.213 7.631
H 2.572 -3.424 9.519
H 3.071 -5.087 9.848
H 1.934 -4.741 8.535
H 3.127 -1.106 8.793
H 4.631 -0.461 8.130
H 4.647 -1.974 9.048
O -7.354 -0.747 -1.018
C -7.765 -1.355 -1.966
O -8.272 -0.652 -3.004
C -8.615 -1.257 -4.256
C -10.017 -1.825 -4.260
C -7.785 -2.865 -2.007
H -7.867 -2.002 -4.532
H -8.532 -0.443 -4.974
H -10.125 -2.636 -3.538
H -10.262 -2.213 -5.249
H -10.736 -1.048 -4.002
H -8.711 -3.206 -1.542
H -6.951 -3.225 -1.411
H -7.719 -3.293 -3.003
O 1.764 -5.110 -4.777
C 1.604 -3.938 -4.982
O 0.381 -3.505 -5.340
C 0.058 -2.110 -5.459
C 0.405 -1.550 -6.820
C 2.752 -2.954 -4.907
H 0.524 -1.546 -4.652
H -1.016 -2.058 -5.307
H 1.478 -1.593 -7.015
H 0.078 -0.513 -6.884
H -0.103 -2.120 -7.597
H 3.247 -2.934 -5.879
H 3.459 -3.325 -4.169
H 2.461 -1.941 -4.644

Output
highest occupied orbital energy	-8.72	eV
maximum force	0.5	eV/Å

Here are the Löwdin charges for atoms 1 to 4, given in e:
1 C -0.063
2 C -0.259
3 O -0.158
4 C -0.274

---

[8]
Formula: C4H5NO
Source: the Open Molecules 2025 dataset
Level of theory: wB97M-V/def2-TZVPD

Atoms and positions in Å:
N -2.114 -1.030 2.069
C -1.134 -0.841 1.485
C 0.084 -0.602 0.705
C -0.026 0.650 -0.177
C 0.708 0.499 -1.489
O 1.374 -0.462 -1.790
H 0.933 -0.527 1.392
H 0.282 -1.476 0.075
H -1.069 0.896 -0.408
H 0.375 1.540 0.326
H 0.588 1.352 -2.188

Output
energy above the lowest of the compared OMol25 structures with the same formula, charge and spin	61.6	kJ/mol
highest occupied orbital energy	-10.58	eV
SMILES string	N#CCCC=O
maximum force	1.1	eV/Å

Here are the Löwdin charges for atoms 1 to 4, given in e:
1 N 0.137
2 C -0.228
3 C -0.175
4 C -0.154

---

[9]
Formula: BrCr2
Source: the Open Molecules 2025 dataset
Level of theory: wB97M-V/def2-TZVPD

Atoms and positions in Å:
Cr 10.586 14.551 25.568
Cr 6.179 11.814 25.662
Br 8.092 13.646 25.663

Output
energy above the lowest of the compared OMol25 structures with the same formula, charge and spin	0.0	kJ/mol
spin multiplicity	9
highest occupied orbital energy (spin up / spin down)	-24.55 / -24.75	eV
charge	+3
maximum force	0.6	eV/Å

What are the Löwdin partial charges on each atom? They are as follows, in elementary charge units:
1 Cr 1.379
2 Cr 1.375
3 Br 0.246

---

[10]
Formula: C9H10Se
Source: the Open Molecules 2025 dataset
Level of theory: wB97M-V/def2-TZVPD

Atoms and positions in Å:
C -3.264 0.605 0.113
C -2.864 1.902 0.227
C -2.356 -0.354 -0.138
C -1.581 2.313 0.235
C -1.011 0.024 -0.341
C -0.669 1.320 -0.131
C -0.076 -0.965 -0.651
C 1.820 0.048 0.530
C 3.105 -0.587 0.222
Se 1.311 1.696 -0.207
H -4.209 0.277 0.324
H -3.523 2.637 0.451
H -2.652 -1.451 -0.035
H -1.408 3.279 0.578
H -0.394 -1.983 -0.314
H 0.565 -0.868 -1.439
H 1.487 0.025 1.619
H 3.528 -1.319 0.933
H 4.152 -0.062 0.076
H 2.924 -1.159 -0.746

Output
energy above the lowest of the compared OMol25 structures with the same formula, charge and spin	248.3	kJ/mol
highest occupied orbital energy (spin up / spin down)	-7.27 / -7.21	eV
maximum force	3.8	eV/Å

Here are the Löwdin charges for atoms 1 to 4, given in e:
1 C -0.088
2 C -0.100
3 C -0.034
4 C -0.086

---

[11]
Formula: C3HN7O5
Source: the Open Molecules 2025 dataset
Level of theory: wB97M-V/def2-TZVPD

Atoms and positions in Å:
C -2.378 1.246 0.006
C 0.661 2.831 0.031
C -0.554 -0.424 -0.064
N -3.212 0.199 -0.223
N -0.161 2.042 -0.045
N -1.591 -1.346 -0.106
N -1.028 0.967 0.005
N -2.823 2.332 0.584
N -2.930 -1.041 -0.201
N 7.207 -1.737 0.008
O 0.576 -0.762 0.060
O -3.290 3.359 0.302
O -3.644 -1.918 -0.437
O 7.455 -1.239 -0.917
O 6.950 -2.239 0.950
H -1.238 -2.271 0.045

Output
energy above the lowest of the compared OMol25 structures with the same formula, charge and spin	0.0	kJ/mol
highest occupied orbital energy	-17.45	eV
charge	+2
maximum force	6.2	eV/Å

Here are the Löwdin charges for atoms 1 to 4, given in e:
1 C -0.192
2 C 0.135
3 C -0.358
4 N 0.225